{"formula": "C30H33AlN5O2SSbTe", "method": "the ωB97M-V functional and the def2-TZVPD basis", "orbital_gap_ev": 7.487, "e_lumo_ev": -5.9, "e_tot_ev": -74443.707, "charge": 2, "species": ["Al", "O", "C", "N", "C", "O", "C", "C", "C", "C", "C", "N", "C", "C", "C", "C", "C", "N", "H", "H", "H", "H", "H", "H", "H", "H", "N", "C", "S", "N", "C", "C", "C", "C", "C", "C", "H", "H", "H", "H", "H", "H", "H", "H", "C", "Sb", "C", "C", "H", "H", "H", "H", "H", "H", "H", "H", "H", "C", "Te", "C", "C", "C", "C", "C", "C", "C", "H", "H", "H", "H", "H", "H", "H", "H"], "positions_angstrom": [[0.97228, -0.43663, -1.15478], [3.55838, -0.99153, -3.93618], [2.58178, -1.06353, -3.25568], [1.76538, -0.04573, -2.77728], [1.13868, 0.85287, -3.61218], [1.52738, 1.32367, -4.63978], [-0.28392, 1.03187, -3.11578], [-1.17182, 1.85327, -3.79148], [-2.50662, 1.85437, -3.41398], [-2.90932, 1.01287, -2.38168], [-1.96392, 0.23457, -1.74538], [-0.67502, 0.23797, -2.10288], [1.94238, -2.37303, -2.83698], [2.27428, -3.54833, -3.48788], [1.52238, -4.68973, -3.23628], [0.48378, -4.61823, -2.31758], [0.23358, -3.41273, -1.68348], [0.93258, -2.30563, -1.94388], [-0.79502, 2.46697, -4.59568], [-3.22132, 2.49087, -3.91128], [-3.94142, 0.95037, -2.08088], [-2.22592, -0.43683, -0.93468], [3.08788, -3.54493, -4.19818], [1.74728, -5.60893, -3.75408], [-0.13102, -5.47633, -2.09298], [-0.56212, -3.31163, -0.95568], [-1.56012, -2.36933, 3.20152], [-1.32512, -1.15813, 2.69342], [0.26068, -0.70533, 2.29142], [-2.34292, -0.32673, 2.46562], [-3.72082, -0.68223, 2.54702], [-4.18052, -1.78563, 1.83462], [-5.52552, -2.11013, 1.86712], [-6.41192, -1.34173, 2.60592], [-5.95032, -0.24663, 3.31942], [-4.60512, 0.08697, 3.29252], [-0.77922, -2.91313, 3.53002], [-2.47762, -2.59053, 3.56352], [-2.12112, 0.63987, 2.25092], [-3.49252, -2.37483, 1.24412], [-5.88092, -2.96533, 1.31402], [-7.45872, -1.60293, 2.62492], [-6.63592, 0.34577, 3.90782], [-4.24172, 0.93727, 3.84902], [4.58138, -2.57373, -0.74748], [2.95558, -1.67943, 0.33282], [2.35048, -3.43403, 1.42162], [4.01768, -0.55363, 1.81132], [5.44508, -2.60093, -0.09098], [4.83628, -2.01553, -1.64068], [4.31828, -3.59073, -1.02358], [2.81718, -4.31383, 0.98982], [1.27078, -3.54473, 1.40772], [2.68538, -3.32873, 2.44682], [4.70338, -1.21503, 2.33362], [3.31148, -0.12303, 2.51532], [4.57968, 0.23777, 1.32112], [1.55008, 2.67357, 1.75082], [0.22028, 1.61517, 0.40052], [0.74398, 3.30657, -0.87188], [0.87068, 4.42927, 0.11422], [0.56928, 5.74127, -0.22018], [0.62008, 6.73537, 0.74372], [1.02518, 6.42527, 2.03142], [1.36718, 5.12357, 2.36332], [1.26628, 4.11327, 1.41622], [2.58918, 2.39797, 1.55882], [1.30698, 2.44207, 2.78792], [-0.00952, 3.53637, -1.62458], [1.69528, 3.10417, -1.37528], [0.27788, 5.97557, -1.23368], [0.33318, 7.74437, 0.49022], [1.05608, 7.19617, 2.78472], [1.71438, 4.89227, 3.36002]], "atomic_forces_ev_per_a": [[-0.049, -0.467, -0.232], [0.020, -0.132, -0.118], [-0.060, 0.170, 0.045], [0.642, 0.519, 0.468], [0.027, -0.133, 0.201], [-0.052, 0.099, -0.105], [-0.437, 0.297, -0.626], [0.075, -0.027, 0.174], [0.176, -0.149, 0.199], [0.091, -0.010, -0.094], [-0.203, -0.155, 0.072], [-0.079, 0.077, -0.086], [0.163, -0.644, -0.563], [-0.100, 0.083, 0.176], [-0.012, 0.175, 0.186], [0.087, 0.074, -0.031], [-0.143, -0.061, 0.121], [-0.066, -0.179, -0.079], [0.030, -0.003, -0.092], [-0.071, 0.038, -0.088], [-0.123, 0.021, 0.069], [-0.088, 0.104, 0.028], [0.035, 0.071, -0.041], [-0.022, -0.117, -0.024], [-0.024, -0.037, 0.004], [0.003, -0.070, 0.026], [-0.270, 0.081, 0.113], [0.138, -0.011, -0.036], [0.437, -0.232, 0.240], [-0.152, 0.213, 0.033], [-0.451, -0.145, 0.043], [-0.018, 0.149, -0.053], [-0.006, -0.040, 0.044], [0.011, -0.013, 0.020], [-0.010, -0.002, -0.014], [0.166, -0.042, -0.047], [0.031, 0.053, -0.103], [0.018, -0.046, -0.002], [0.124, -0.330, -0.031], [0.053, -0.050, -0.040], [-0.048, -0.079, -0.060], [-0.081, 0.004, 0.026], [-0.017, 0.039, 0.001], [0.051, 0.102, 0.081], [-0.189, 0.190, -0.015], [0.612, -0.215, 0.649], [-0.034, 0.238, -0.239], [-0.232, -0.101, -0.280], [0.056, 0.015, 0.135], [0.018, 0.118, -0.110], [-0.107, -0.057, 0.003], [0.083, -0.018, -0.131], [-0.054, 0.045, -0.002], [0.017, 0.088, 0.153], [0.010, -0.063, 0.014], [-0.038, 0.015, 0.074], [0.024, 0.024, -0.025], [0.108, -0.103, 0.103], [0.298, 1.195, 0.086], [0.078, 0.015, -0.197], [0.006, -0.056, 0.271], [-0.063, -0.059, 0.010], [0.036, -0.074, -0.068], [0.006, -0.018, 0.031], [0.030, -0.085, 0.017], [-0.087, 0.142, -0.239], [-0.108, -0.131, -0.102], [-0.080, -0.188, -0.153], [-0.036, -0.210, 0.059], [-0.101, -0.121, 0.030], [-0.082, 0.063, -0.076], [0.038, 0.089, -0.018], [0.069, 0.077, 0.082], [-0.072, -0.012, 0.131]]}

{"formula": "C16H28FeGeN4S", "method": "the ωB97M-V functional and the def2-TZVPD basis", "orbital_gap_ev": [7.802, 6.777], "s_squared": 8.79, "spin_multiplicity": 6, "e_lumo_ev": [-10.9, -12.4], "e_tot_ev": -124715.971, "charge": 3, "species": ["Fe", "C", "C", "N", "N", "C", "N", "S", "C", "C", "C", "C", "C", "N", "H", "H", "H", "H", "H", "H", "H", "H", "H", "C", "C", "C", "C", "Ge", "C", "C", "C", "C", "H", "H", "H", "H", "H", "H", "H", "H", "H", "H", "H", "H", "H", "H", "H", "H", "H", "H", "H"], "positions_angstrom": [[1.46189, -0.78313, 0.39119], [2.74300, 3.11760, 1.95861], [2.18692, 1.76666, 1.75424], [2.13054, 1.20298, 0.54439], [2.69783, 1.84732, -0.43863], [2.89160, 1.04124, -1.57881], [3.39821, 1.70762, -2.57889], [2.61705, -0.65533, -1.67080], [1.76925, 0.87096, 2.82989], [1.74996, 1.26100, 4.15817], [1.46786, 0.31670, 5.14639], [1.22380, -0.98765, 4.77730], [1.23850, -1.31333, 3.41879], [1.49098, -0.42039, 2.46849], [3.79124, 3.12107, 1.64182], [2.69052, 3.45505, 2.98608], [2.23637, 3.83642, 1.30982], [3.62375, 2.69155, -2.47036], [3.64633, 1.24948, -3.44822], [1.96095, 2.28130, 4.44086], [1.45786, 0.60874, 6.18867], [1.02639, -1.75695, 5.51153], [1.04901, -2.33183, 3.09987], [-4.77628, 0.85608, -2.04081], [-3.29965, 0.52924, -1.97692], [-2.31208, 1.65271, -2.30466], [-0.87818, 1.16163, -2.03144], [-1.11369, 0.31689, -0.30565], [-0.84812, -1.57497, 0.30124], [-0.00182, -2.77149, -0.22587], [-0.09901, -2.99561, -1.73389], [-1.48184, -3.46845, -2.16635], [-5.39507, 0.01987, -1.72216], [-5.02501, 1.07435, -3.08171], [-5.02172, 1.73280, -1.44324], [-3.06193, -0.37319, -2.54757], [-3.13131, 0.21771, -0.86380], [-2.53304, 2.53650, -1.70120], [-2.43483, 1.95021, -3.34608], [-0.13411, 1.95603, -1.99749], [-0.55955, 0.39867, -2.74300], [-1.61173, 1.07729, 0.92161], [-1.85379, -1.82108, -0.08138], [-0.98256, -1.55729, 1.38301], [-0.37103, -3.65141, 0.30711], [1.07410, -2.77101, 0.10481], [0.63871, -3.74910, -2.01323], [0.18522, -2.08126, -2.26404], [-1.74361, -4.41330, -1.68914], [-1.50291, -3.62825, -3.24268], [-2.27499, -2.75063, -1.93589]], "atomic_forces_ev_per_a": [[0.079, -0.249, 0.057], [-0.003, 0.026, -0.028], [0.008, 0.045, -0.077], [0.173, 0.014, 0.045], [0.008, -0.098, -0.323], [-0.039, -0.152, 0.330], [0.067, 0.083, -0.048], [-0.242, 0.378, 0.202], [0.011, -0.053, 0.087], [0.020, 0.005, -0.033], [-0.012, -0.009, 0.084], [0.004, -0.011, -0.030], [-0.033, 0.012, 0.003], [-0.017, 0.007, -0.120], [0.008, -0.004, 0.020], [-0.012, -0.001, 0.003], [0.002, -0.019, -0.009], [-0.007, -0.002, -0.016], [0.004, 0.008, -0.004], [-0.001, -0.002, -0.006], [-0.002, 0.000, -0.006], [-0.001, -0.006, -0.011], [-0.003, -0.004, 0.010], [-0.016, 0.155, -0.187], [0.345, -0.162, 0.577], [-0.182, -0.056, 0.006], [-0.274, -0.093, -0.095], [-0.121, -0.284, -0.125], [-0.162, 0.054, -0.209], [0.147, 0.149, 0.191], [0.057, 0.001, 0.029], [-0.053, 0.012, -0.008], [0.032, -0.005, 0.007], [-0.057, 0.014, 0.012], [0.001, -0.014, 0.016], [-0.002, 0.030, -0.051], [0.212, 0.021, -0.209], [-0.013, -0.021, 0.003], [0.100, -0.003, -0.047], [0.019, 0.044, 0.051], [0.028, 0.017, -0.008], [0.050, 0.120, -0.041], [-0.142, -0.001, 0.045], [0.103, -0.056, 0.075], [-0.014, 0.006, 0.011], [-0.067, 0.073, -0.112], [0.012, 0.005, 0.006], [-0.030, 0.019, -0.044], [0.017, 0.002, 0.003], [-0.010, -0.006, -0.002], [0.009, 0.011, -0.023]]}

{"formula": "C15H12Br2N6O2Y", "method": "the ωB97M-V functional and the def2-TZVPD basis", "orbital_gap_ev": 7.882, "e_lumo_ev": -4.2, "e_tot_ev": -169911.087, "charge": 1, "de_lowest_ev": 0.000, "species": ["Y", "N", "C", "C", "C", "O", "O", "H", "H", "H", "H", "H", "H", "Br", "C", "C", "C", "N", "C", "C", "C", "C", "C", "Br", "C", "C", "N", "H", "H", "H", "H", "H", "H", "N", "C", "N", "C", "N"], "positions_angstrom": [[-0.24919, -1.08062, 0.18791], [-0.67092, -3.72909, 0.29518], [-1.93332, -4.30057, -0.31978], [-3.08632, -3.33939, 0.03313], [-2.50183, -1.99395, 0.10931], [-2.19025, -1.56163, 1.23537], [-2.06707, -1.44882, -0.97078], [0.17718, -4.17522, -0.03663], [-0.60406, -4.00379, 1.25055], [-2.17045, -5.25672, 0.08804], [-1.83500, -4.33419, -1.44702], [-3.59959, -3.54779, 0.99034], [-3.76115, -3.44905, -0.81304], [-0.15973, 4.98532, 3.39733], [-0.51623, 3.45350, 2.29813], [-1.35600, 2.42631, 2.71049], [-1.45089, 1.33661, 1.92384], [-0.77180, 1.11576, 0.80567], [0.05394, 2.13465, 0.34187], [0.08922, 3.35744, 0.99544], [0.77838, 1.81888, -0.94189], [1.49891, 2.71362, -1.67488], [2.17483, 2.28883, -2.82681], [3.38631, 3.40182, -3.72406], [1.85531, 1.03925, -3.36983], [1.16661, 0.19853, -2.50961], [0.68087, 0.50912, -1.30393], [-1.91770, 2.48407, 3.61963], [-2.05972, 0.55829, 2.20440], [0.81550, 4.13370, 0.75322], [1.52370, 3.79330, -1.36513], [2.23926, 0.74417, -4.30013], [1.15330, -0.90427, -2.78831], [3.98010, 1.99550, 0.20109], [3.71652, 1.03300, 0.76945], [3.46966, -0.02903, 1.51194], [2.49740, -0.78448, 1.35192], [1.64420, -1.58304, 1.31759]], "atomic_forces_ev_per_a": [[0.627, -0.390, 0.239], [0.377, -0.198, -1.057], [0.868, 1.400, -0.438], [-1.075, -0.822, -0.203], [-0.798, -0.479, -1.452], [0.317, 0.910, 0.855], [-0.395, -0.194, 0.296], [-0.081, -0.239, -0.699], [-0.456, 0.041, 1.167], [0.053, -0.855, 0.002], [0.136, -0.042, 1.441], [0.358, -0.188, -0.561], [-0.440, 0.298, 0.238], [-0.306, -0.955, -0.722], [0.282, 0.333, -1.203], [0.565, 2.061, 0.587], [0.769, -0.146, -1.093], [1.532, 1.656, -0.514], [-1.214, -0.322, -0.055], [0.779, -0.229, 1.978], [-0.755, -0.845, 0.902], [0.433, 1.846, 0.072], [-0.730, -0.027, -0.574], [-0.293, -0.074, 0.230], [0.021, 1.149, 2.228], [0.449, -2.305, -0.492], [0.460, 0.858, -0.864], [-0.099, 0.030, 0.364], [-1.433, -1.717, 0.691], [-0.381, -0.190, -0.349], [0.286, -1.349, -0.302], [0.388, -0.573, -0.973], [-0.383, 1.450, 0.274], [0.070, 0.733, -0.632], [-0.102, -0.440, 0.543], [0.731, 0.481, 0.106], [1.079, 0.482, 0.275], [-1.640, -1.149, -0.303]]}

{"formula": "C21H20Cl5OPm", "method": "the ωB97M-V functional and the def2-TZVPD basis", "orbital_gap_ev": [1.879, 1.879], "s_squared": 6.01, "spin_multiplicity": 5, "e_lumo_ev": [4.0, 4.0], "e_tot_ev": -103312.999, "charge": -2, "species": ["Pm", "C", "C", "C", "H", "C", "C", "H", "H", "H", "H", "C", "C", "C", "H", "C", "C", "H", "H", "H", "H", "O", "C", "C", "C", "C", "C", "H", "H", "H", "H", "H", "H", "H", "H", "H", "H", "Cl", "C", "C", "C", "Cl", "C", "Cl", "C", "Cl", "C", "Cl"], "positions_angstrom": [[-0.22127, -0.51853, -0.09336], [-2.14909, -1.15497, -1.82074], [-2.17271, 0.25569, -1.83200], [-0.97227, 0.67901, -2.46753], [-2.96378, 0.91020, -1.45523], [-0.21338, -0.47060, -2.79563], [-0.94887, -1.60947, -2.39130], [-0.63621, -2.66344, -2.51112], [-2.97086, -1.82037, -1.42315], [-0.71500, 1.71905, -2.72630], [0.76855, -0.46762, -3.31092], [1.18445, -2.14107, 1.48681], [0.95678, -2.86183, 0.27393], [1.73747, -2.26545, -0.74762], [0.29642, -3.73053, 0.15844], [2.42878, -1.17182, -0.18653], [2.08767, -1.08193, 1.18422], [2.48015, -0.33988, 1.90393], [0.75286, -2.36209, 2.45542], [1.81319, -2.60245, -1.79162], [3.16475, -0.53436, -0.71771], [0.26511, 1.42380, 0.08161], [2.61783, 2.83907, -1.02890], [1.35943, 3.67453, -0.57369], [2.44677, 2.04338, -2.31518], [3.41142, 2.27144, 0.14894], [0.18634, 2.86741, 0.07617], [0.95509, 4.24810, -1.44522], [1.69897, 4.45032, 0.16831], [0.04065, 3.17329, 1.15024], [-0.81101, 3.10624, -0.39115], [3.18509, 2.50889, -2.98373], [1.44905, 2.12495, -2.79185], [2.66247, 0.95857, -2.27733], [4.22085, 3.00540, 0.25949], [3.86924, 1.29601, -0.03828], [2.88689, 2.17783, 1.13437], [-1.10149, 0.94058, 2.34922], [-2.16168, -0.45453, 2.40463], [-2.01703, -1.44055, 1.45793], [-2.73982, -2.61405, 1.53304], [-2.45657, -3.88131, 0.39353], [-3.69473, -2.78031, 2.56633], [-4.60796, -4.21869, 2.67391], [-3.88950, -1.74022, 3.51356], [-5.04939, -1.90690, 4.74852], [-3.11619, -0.55820, 3.43799], [-3.31745, 0.71739, 4.55552]], "atomic_forces_ev_per_a": [[0.365, 0.072, -0.783], [-1.736, -1.299, 0.401], [0.295, 0.308, -0.580], [-0.299, 0.240, -0.449], [0.322, -0.320, -0.113], [0.416, 0.427, -0.586], [-0.137, -0.750, -0.569], [-0.282, 0.802, 0.142], [1.148, 0.915, -0.452], [0.000, -0.737, 0.487], [-0.794, 0.035, 0.562], [0.530, -0.125, -0.622], [0.324, -0.697, 0.372], [0.150, -0.449, -0.010], [0.357, 0.514, 0.060], [0.810, 0.264, -0.107], [0.388, -0.228, 0.553], [-0.379, -0.461, -0.651], [-0.041, 0.062, -0.115], [-0.127, 0.244, 0.621], [-0.887, -0.440, 0.484], [0.917, 3.359, -0.364], [-1.688, 1.170, 0.706], [1.258, -0.849, -0.437], [0.435, 0.617, 0.022], [-0.065, 0.839, -0.355], [-1.144, -1.103, 0.738], [0.216, -0.400, 0.476], [-0.322, -0.553, -0.469], [0.257, -0.057, -0.551], [0.667, 0.077, 0.042], [-0.269, -0.691, -0.730], [0.279, 0.129, 0.223], [0.056, 0.001, 0.186], [0.351, -0.446, 0.812], [0.095, -0.067, -0.173], [-0.032, 0.039, -0.408], [-0.589, -0.216, 0.639], [-1.216, -0.723, 1.010], [0.383, -0.135, -0.346], [-0.776, 1.180, 1.687], [-0.168, -0.403, -0.204], [0.824, 1.029, -0.252], [-0.467, -0.585, 0.172], [1.039, 0.182, -1.166], [-0.527, -0.127, 0.529], [0.289, -0.939, -0.942], [-0.228, 0.294, 0.511]]}

{"formula": "C2H5N3OS", "method": "the ωB97M-V functional and the def2-TZVPD basis", "orbital_gap_ev": 9.261, "smiles": "NNC1=NOCS1", "e_lumo_ev": 0.7, "e_tot_ev": -19505.234, "de_lowest_ev": 3.716, "species": ["N", "N", "C", "N", "O", "C", "S", "H", "H", "H", "H", "H"], "positions_angstrom": [[-2.44860, 0.07806, -0.00954], [-1.37695, -0.78316, -0.13592], [-0.12906, -0.30693, -0.16936], [0.08021, 0.99456, -0.23537], [1.46434, 1.22124, -0.42470], [2.15559, 0.16416, 0.23663], [1.24919, -1.35591, -0.27294], [-2.59634, 0.45515, -0.98881], [-2.14866, 0.81634, 0.61168], [-1.50204, -1.72694, 0.14162], [2.06595, 0.26612, 1.37111], [3.18637, 0.17731, -0.12440]], "atomic_forces_ev_per_a": [[-0.722, 0.283, -1.834], [0.287, -0.759, -0.006], [0.322, 2.435, -0.590], [-0.234, -1.600, 0.217], [0.471, -0.802, 0.688], [-0.297, 0.691, 0.476], [0.618, 0.059, 0.216], [0.023, -0.039, 1.810], [-0.163, 0.484, -0.101], [-0.318, -0.525, 0.334], [0.191, -0.089, -1.418], [-0.178, -0.139, 0.208]]}